Entry 1:
# CH6NS

A 2-piece molecular cluster, CH6NS overall in a non-equilibrium geometry (the ωB97M-V functional and the def2-TZVPD basis, OMol25).

Summary:
Net charge: +1
HOMO, eV: -15.346
Electronic energy, eV: -13451.0450
Maximum force, Eh/bohr: 0.063
Energy above the lowest of the compared OMol25 structures with the same formula, charge and spin, eV: 1.065

Structure (XYZ):
```
9
Properties=species:S:1:pos:R:3:forces:R:3
C 0.62100 -0.66155 -0.07842 0.47 1.35 0.89
N -1.23403 0.44634 0.32581 2.84 1.59 -0.16
S 2.12067 0.13090 0.28308 -1.60 -0.75 -0.60
H 0.15016 -1.24397 0.67164 0.46 -0.72 0.64
H 0.30899 -0.89705 -1.07085 0.12 0.07 -0.63
H -1.73991 0.14278 -0.44538 -1.15 -0.32 -1.95
H -0.89975 1.45702 0.17230 -1.33 -2.01 1.03
H -1.77587 0.14268 1.12739 0.41 0.85 0.52
H 2.44875 0.48285 -0.98556 -0.22 -0.06 0.26
```
Positions in Å, forces in eV/Å.

Entry 2:
# C7H7N3

One molecule with the formula C7H7N3 in a non-equilibrium geometry (the ωB97M-V functional and the def2-TZVPD basis, OMol25).

Summary:
HOMO, eV: -8.105
Electronic energy, eV: -11835.3135
Maximum force, Eh/bohr: 0.094
Energy above the lowest of the compared OMol25 structures with the same formula, charge and spin, eV: 7.198
SMILES: CC1=C=NNC=C=C=NC1

Structure (XYZ):
```
17
Properties=species:S:1:pos:R:3:forces:R:3
C 1.53488 1.32642 -0.08245 -1.26 0.39 1.96
C 2.83267 -0.46848 -0.30340 0.49 0.47 -0.27
C 2.75129 0.89372 -0.25084 0.17 -2.18 -0.95
C -0.46102 -1.23753 0.39559 3.37 3.38 -0.62
C -0.86558 1.36609 0.47950 -0.03 1.24 0.89
C -1.18543 -0.11223 0.08278 -0.99 -1.28 1.18
C -2.63254 -0.21584 -0.42960 1.41 3.63 1.18
N 0.51928 1.77544 0.36897 -0.32 0.09 -0.65
N 0.71600 -1.69025 0.66852 -1.83 0.97 -0.21
N 1.87139 -1.52382 -0.15758 1.65 -3.04 0.51
H 3.79700 -0.96995 -0.56329 -0.81 0.36 0.40
H -1.41858 2.11043 -0.19634 0.37 -1.54 0.67
H -1.18459 1.72129 1.54227 0.30 -1.11 -1.64
H -3.37495 0.09775 0.40559 1.15 -0.32 -1.62
H -2.57050 0.49965 -1.29885 -1.06 -0.69 0.77
H -2.81024 -1.16932 -0.73805 -0.81 -2.59 -0.94
H 2.48092 -2.40338 0.07718 -1.80 2.21 -0.66
```
Positions in Å, forces in eV/Å.

Entry 3:
# C39H60GeN4P3S4SbTi

C39H60GeN4P3S4SbTi as an isolated structure (the ωB97M-V functional and the def2-TZVPD basis, OMol25).

Summary:
Net charge: -1
HOMO (spin up / spin down), eV: -3.801 / -3.957
Electronic energy, eV: -204761.4058
Maximum force, Eh/bohr: 0.019
Energy above the lowest of the compared OMol25 structures with the same formula, charge and spin, eV: 0.000
2S+1: 2

Structure (XYZ):
```
113
Properties=species:S:1:pos:R:3:forces:R:3
Ti 0.21861 0.52504 -1.88964 -0.21 -0.40 -0.85
C -1.15655 -2.17257 -5.04809 -0.01 -0.01 0.05
C -0.69525 -2.87860 -3.77069 -0.16 -0.09 -0.08
C 0.70392 -3.45366 -3.95900 0.03 0.03 0.04
P -0.95498 -1.77644 -2.30878 -0.05 0.17 0.32
C -0.67185 -2.98851 -0.95177 0.02 -0.03 -0.06
N -0.65603 -2.37372 0.35957 -0.15 -0.52 0.18
Ge -0.21165 -0.51705 0.53019 0.40 0.28 -0.47
N 1.41139 -0.49193 1.58345 0.23 0.12 0.52
C 2.68873 -0.18076 0.97031 0.04 -0.09 -0.02
P 2.59976 0.23849 -0.83902 -0.26 0.15 0.11
C 3.15079 2.01307 -0.83744 0.02 0.10 0.09
C 2.71209 2.74418 -2.10494 -0.25 -0.19 -0.18
C 4.60295 2.33287 -0.49574 0.05 0.02 0.00
C 3.89188 -0.87182 -1.54155 0.11 -0.05 -0.04
C 3.31497 -2.28882 -1.51828 0.00 -0.05 0.00
C 5.27229 -0.86071 -0.87952 0.04 0.02 -0.07
C 1.34145 -0.29219 2.95356 0.04 0.07 -0.15
C 2.35255 0.23294 3.76862 -0.04 -0.01 -0.04
C 2.09219 0.55057 5.09882 0.06 0.01 0.00
C 0.84700 0.34659 5.66301 -0.07 -0.02 0.01
C -0.14505 -0.25766 4.89164 0.08 0.06 0.07
C 0.12161 -0.59422 3.58689 -0.04 -0.09 -0.24
N -0.77779 -1.33821 2.75922 -0.16 -0.19 0.42
C -0.47071 -2.73907 2.70596 -0.06 0.23 -0.20
C -0.21048 -3.51074 3.81488 0.04 -0.07 0.00
C 0.03623 -4.87300 3.66534 0.00 0.05 0.01
C 0.01182 -5.41562 2.39216 0.00 -0.06 -0.02
C -0.22789 -4.63301 1.26855 0.01 0.09 0.05
C -0.45790 -3.25529 1.40200 0.03 -0.07 -0.09
C -2.16674 -1.00747 2.86120 0.29 0.10 -0.17
C -3.08836 -1.72193 3.58876 -0.14 0.04 0.00
C -4.41480 -1.29317 3.62233 0.04 -0.05 0.00
C -4.77092 -0.15739 2.91860 -0.06 0.05 0.00
C -3.84337 0.55234 2.16279 0.08 -0.03 -0.02
C -2.51293 0.12570 2.10299 0.04 0.00 0.02
N -1.50442 0.68641 1.33458 -0.57 0.13 0.27
C -1.91039 1.89009 0.62222 0.03 0.14 0.10
P -0.55450 2.72983 -0.30481 0.19 -0.43 -0.01
C -1.44639 4.03921 -1.24930 -0.10 0.01 -0.11
C -2.70781 4.62451 -0.61667 -0.07 0.07 -0.03
C -0.47878 5.12495 -1.72209 0.01 0.05 -0.01
C 0.36245 3.68701 0.99306 0.01 0.18 0.11
C -0.44262 4.74477 1.75428 0.07 0.06 0.00
C 1.03467 2.78188 2.01743 -0.03 -0.08 0.08
C -2.81476 -1.65438 -2.30040 -0.01 0.04 -0.07
C -3.57302 -2.92989 -2.65598 -0.08 -0.04 -0.08
C -3.33004 -1.11426 -0.97109 -0.11 0.00 0.04
H -1.22458 -2.89680 -5.86261 0.04 -0.02 -0.04
H -0.45172 -1.39304 -5.33159 0.05 0.05 -0.02
H -2.12775 -1.69034 -4.94453 -0.04 -0.01 0.02
H -1.36326 -3.72437 -3.56316 0.05 0.05 -0.05
H 1.42125 -2.66403 -4.17126 0.05 0.04 0.00
H 0.68352 -4.13411 -4.81354 0.02 -0.01 -0.03
H 1.05081 -4.02815 -3.09891 -0.01 0.01 0.04
H 0.27090 -3.51348 -1.16466 0.02 0.07 0.01
H -1.46013 -3.75184 -1.00205 0.01 0.02 0.01
H 3.38186 -1.01886 1.10967 0.00 0.04 -0.02
H 3.15987 0.68773 1.44689 0.01 -0.01 0.01
H 2.52838 2.39586 -0.01941 0.09 -0.02 -0.11
H 3.29201 2.44459 -2.98044 0.06 0.03 0.06
H 2.79228 3.82563 -1.96830 0.04 0.01 0.00
H 1.66850 2.51046 -2.37933 0.37 0.33 0.14
H 5.26119 2.11664 -1.33783 0.00 -0.03 -0.02
H 4.97091 1.78463 0.37275 -0.03 -0.03 0.02
H 4.70081 3.39973 -0.27735 -0.01 0.00 -0.01
H 3.97787 -0.55597 -2.58465 0.02 -0.02 0.05
H 3.25471 -2.67177 -0.49597 -0.03 -0.01 0.03
H 3.95832 -2.96079 -2.08941 0.02 -0.02 0.01
H 2.31988 -2.32704 -1.95776 -0.05 0.04 -0.03
H 5.22224 -0.93188 0.20750 -0.03 -0.01 0.03
H 5.85277 0.02344 -1.12920 -0.02 0.04 -0.01
H 5.83663 -1.73015 -1.22526 0.01 0.00 -0.03
H 3.34034 0.41920 3.37574 0.04 0.01 0.00
H 2.88849 0.97771 5.69582 0.02 0.00 0.01
H 0.65097 0.61828 6.69120 0.01 0.01 0.02
H -1.12199 -0.47870 5.30353 -0.02 0.00 0.01
H -0.19516 -3.04294 4.79169 0.00 0.00 0.01
H 0.24158 -5.49130 4.52859 0.00 -0.01 0.00
H 0.19597 -6.47469 2.25637 0.00 -0.01 0.01
H -0.21655 -5.09730 0.29450 0.00 -0.01 -0.03
H -2.77645 -2.61144 4.12021 0.01 -0.02 0.01
H -5.15176 -1.84664 4.18783 -0.02 0.00 0.01
H -5.79839 0.18459 2.93503 -0.02 0.00 0.01
H -4.17136 1.40820 1.59235 -0.02 0.04 -0.01
H -2.32305 2.60690 1.34413 0.01 -0.05 -0.03
H -2.70640 1.71382 -0.11680 0.03 -0.02 -0.03
H -1.76599 3.48216 -2.13373 0.00 0.02 0.03
H -2.52805 5.15338 0.31913 -0.05 -0.05 -0.09
H -3.46213 3.85912 -0.43626 -0.01 -0.03 0.01
H -3.14223 5.33817 -1.32039 -0.03 0.02 -0.01
H -0.22933 5.83600 -0.93215 0.02 -0.01 0.05
H -0.93600 5.68525 -2.53949 -0.02 0.02 0.01
H 0.44808 4.70467 -2.11387 0.01 -0.03 -0.01
H 1.14484 4.20203 0.42019 -0.03 -0.01 -0.01
H -1.30006 4.29976 2.26258 -0.01 -0.02 0.00
H -0.80270 5.55696 1.12684 0.10 -0.04 0.02
H 0.19438 5.17985 2.52875 0.01 0.01 0.02
H 0.31080 2.40806 2.74397 -0.03 -0.01 0.00
H 1.80259 3.33770 2.56024 0.00 0.00 0.05
H 1.49552 1.90772 1.57061 -0.03 0.03 0.00
H -3.01598 -0.89339 -3.05988 0.02 -0.07 0.01
H -3.39833 -3.73210 -1.93496 0.04 -0.01 0.02
H -3.34164 -3.30789 -3.65187 -0.03 0.05 0.02
H -4.64438 -2.71590 -2.63312 -0.01 0.00 0.01
H -3.19306 -1.82668 -0.15413 0.00 -0.01 -0.01
H -4.39819 -0.90028 -1.05943 -0.02 -0.01 0.03
H -2.83932 -0.18534 -0.69229 0.06 0.01 -0.05
S -1.71709 3.17475 -6.54903 0.00 -0.03 -0.07
Sb -0.29923 2.81518 -4.81895 -0.10 0.22 0.31
S -1.55527 1.27697 -3.28061 0.04 -0.13 0.07
S 1.66766 -0.00272 -3.78773 -0.21 0.36 -0.26
S 1.10022 0.93647 -5.60182 0.25 -0.46 0.31
```
Positions in Å, forces in eV/Å.

Entry 4:
# C13H16Cl8CuF15MgO15S5

C13H16Cl8CuF15MgO15S5 as an isolated structure in a non-equilibrium geometry (the ωB97M-V functional and the def2-TZVPD basis, OMol25).

Summary:
Net charge: -1
HOMO (spin up / spin down), eV: -7.326 / -7.319
Electronic energy, eV: -289643.6024
Maximum force, Eh/bohr: 0.064
Energy above the lowest of the compared OMol25 structures with the same formula, charge and spin, eV: 19.794
2S+1: 2

Structure (XYZ):
```
74
Properties=species:S:1:pos:R:3:forces:R:3
Cu -1.19728 4.36382 -2.86747 -0.06 -0.56 -0.03
Mg -3.11098 -3.14164 -2.93355 0.05 0.42 0.38
C -3.13286 -7.75268 1.12453 0.27 1.26 -1.70
F -1.91043 -8.24821 0.76348 -0.92 0.93 0.02
F -3.53172 -8.44300 2.12634 -0.56 -1.02 1.96
F -3.01703 -6.43564 1.50660 0.36 -1.41 -0.31
S -4.44542 -7.87870 -0.25840 0.26 1.53 -1.38
O -4.37430 -6.44031 -0.80263 -0.51 -2.50 0.87
O -3.93422 -8.87444 -1.18717 0.00 0.71 0.48
O -5.69503 -8.27169 0.38797 1.26 1.04 -0.30
C 0.59426 -0.84636 2.16471 -0.14 1.55 -0.99
F 1.46353 -1.52750 1.37138 -0.69 0.75 0.19
F 0.33514 -1.62517 3.18687 -0.87 -0.66 0.27
F 1.21830 0.23128 2.69526 0.27 -0.14 -0.47
S -1.00098 -0.07931 1.19902 0.37 0.42 -2.10
O -1.50906 -1.20625 0.43003 0.39 -0.85 -0.34
O -1.91634 0.33151 2.20246 -0.31 0.20 1.92
O -0.59784 1.04773 0.33285 0.78 -1.34 1.02
C 3.38764 -6.64024 -2.89688 -0.28 -0.78 -1.03
F 3.61547 -5.43645 -2.53620 -0.36 2.13 1.62
F 4.40816 -6.90184 -3.72097 -0.61 -1.35 -0.07
F 3.32202 -7.49686 -1.87058 0.23 0.61 -0.78
S 1.70901 -6.68844 -3.83356 -1.03 -0.05 0.25
O 0.72753 -5.74350 -3.18218 2.25 -2.03 -1.32
O 1.99966 -6.27105 -5.22447 -0.42 -0.36 1.57
O 1.32936 -8.11243 -3.74660 0.16 1.87 -0.25
C -7.00462 0.93914 -6.17265 0.15 0.99 1.26
F -6.41186 -0.02285 -6.86859 0.44 0.38 -0.25
F -6.91369 2.15000 -6.81483 0.19 -1.38 0.45
F -8.28878 0.62267 -6.10624 -0.55 0.03 0.00
S -6.29503 1.05669 -4.36396 1.97 1.91 0.35
O -7.35244 1.63032 -3.53184 0.80 -0.52 -1.31
O -5.92491 -0.30478 -4.02286 -0.46 -1.15 -0.09
O -5.04709 1.86428 -4.49748 -2.11 -0.56 -0.19
C 0.50596 -0.13060 -7.93220 -1.33 1.36 1.79
F 1.24584 0.86920 -8.44045 1.11 -1.20 -0.12
F -0.72802 0.25585 -8.27512 -0.79 -0.52 0.16
F 0.70000 -1.34447 -8.43886 0.71 0.62 -0.15
S 0.67034 -0.11745 -5.98022 0.80 0.70 2.15
O 1.93561 -0.80841 -5.73667 -1.06 0.10 -0.83
O 0.69430 1.27869 -5.51866 0.17 -0.26 -1.44
O -0.52169 -0.72442 -5.37360 0.08 -0.86 -1.19
Cl 5.33999 5.63327 5.50182 0.58 0.26 1.27
C 4.32220 6.01532 4.16108 -1.53 -1.66 -1.67
C 2.80445 5.88365 4.51165 0.87 1.88 0.28
Cl 1.78596 6.12644 3.02785 0.51 -0.39 0.69
H 4.57205 5.22474 3.45351 -0.16 0.18 -0.31
H 4.55542 6.96038 3.67060 -0.09 0.09 0.48
H 2.63219 6.76355 5.13149 -0.44 0.03 -0.01
H 2.49074 5.04890 5.13845 0.26 -0.39 -0.74
Cl -5.02915 5.82333 0.57951 -0.40 0.22 -0.28
C -6.41714 5.56771 1.64827 -1.48 0.60 1.23
C -7.78373 6.27538 1.34591 0.82 -0.76 -1.21
Cl -7.59552 8.02396 1.39826 0.12 0.68 0.07
H -6.17281 6.03004 2.60465 0.52 -0.40 0.06
H -6.54214 4.49312 1.78145 -0.09 0.13 -0.14
H -8.57607 6.03754 2.05565 0.45 -0.36 0.18
H -8.15804 6.04940 0.34745 0.09 -0.14 0.05
Cl 4.38811 2.42316 10.14314 -0.28 -0.65 0.06
C 4.27658 0.63520 10.01715 0.82 -0.74 -0.99
C 5.19332 0.10585 8.88953 -0.33 0.11 1.15
Cl 6.91015 0.28624 9.38728 -0.15 0.21 -0.45
H 3.28446 0.27954 9.73908 -0.26 0.59 0.26
H 4.58520 0.15780 10.94718 -0.13 0.39 0.09
H 4.93785 0.60343 7.95398 0.54 -0.01 0.02
H 5.06075 -0.97317 8.81047 -0.21 0.12 -0.16
Cl 5.93213 3.37328 -1.29864 -0.11 0.49 0.12
C 5.99135 1.62734 -1.49929 0.36 -1.29 0.26
C 7.27930 1.06183 -0.86713 0.30 0.33 -0.21
Cl 7.15309 0.94657 0.91509 -0.04 0.21 -0.06
H 5.90984 1.41856 -2.56600 0.29 -0.04 0.07
H 5.12498 1.17660 -1.01520 0.01 0.19 0.00
H 8.11385 1.72101 -1.10613 -0.10 0.16 0.20
H 7.62995 0.07363 -1.16479 -0.74 -0.04 -0.38
```
Positions in Å, forces in eV/Å.

Entry 5:
# C4H6O2

One molecule with the formula C4H6O2 in a non-equilibrium geometry (the ωB97M-V functional and the def2-TZVPD basis, OMol25).

Summary:
HOMO, eV: -9.764
Electronic energy, eV: -8338.0328
Maximum force, Eh/bohr: 0.053
Energy above the lowest of the compared OMol25 structures with the same formula, charge and spin, eV: 2.428
SMILES: O=C1CC(O)C1

Structure (XYZ):
```
12
Properties=species:S:1:pos:R:3:forces:R:3
O -0.99382 1.39781 -1.01757 -0.86 -0.14 -0.09
C -0.01918 0.72726 -0.29630 0.41 0.89 0.39
C -0.33487 0.18513 1.12166 -0.18 0.24 0.12
C 0.09819 -1.22134 0.67639 0.21 0.02 0.21
O 0.15039 -2.28613 1.23380 -0.14 0.68 -0.55
C 0.49068 -0.68800 -0.68688 1.12 0.55 -0.11
H -1.07689 0.97398 -1.87720 -0.08 0.09 0.06
H 0.88698 1.38782 -0.23614 -0.98 0.07 -0.08
H -1.39094 0.28217 1.37535 0.01 -0.10 0.04
H 0.28941 0.60612 1.91553 -0.23 -0.10 0.01
H 1.44127 -0.12390 -0.57738 0.95 -2.56 -0.17
H 0.45880 -1.24091 -1.63126 -0.24 0.34 0.17
```
Positions in Å, forces in eV/Å.

Entry 6:
# C16H31NO7

A 3-piece molecular cluster, C16H31NO7 overall in a non-equilibrium geometry (the ωB97M-V functional and the def2-TZVPD basis, OMol25).

Summary:
HOMO, eV: -9.781
Electronic energy, eV: -32916.0572
Maximum force, Eh/bohr: 0.047
SMILES: CCOCCO[C@@H]1CCC(=O)N1.CCOC(C)=O.CCOC(C)=O

Structure (XYZ):
```
55
Properties=species:S:1:pos:R:3:forces:R:3
C -1.01688 3.52990 -1.00005 0.16 0.31 0.26
C -0.49270 2.77856 0.19253 0.02 -0.20 -0.71
O -0.06145 3.70665 1.15269 -0.12 0.22 0.45
C 0.48377 3.08683 2.29901 0.03 0.04 -0.37
C 1.99493 2.93026 2.12092 -0.13 0.29 0.11
O 2.55939 1.80720 2.76977 0.14 0.00 0.01
C 2.11815 0.58880 2.30523 -0.23 -0.68 0.84
C 1.56432 -0.32783 3.38996 0.07 -0.37 -0.29
C 1.26283 -1.54343 2.49801 0.04 0.71 0.67
C 2.44327 -1.50377 1.52000 0.54 -1.39 -1.63
O 2.75358 -2.37176 0.71161 -0.52 1.63 1.73
N 3.16037 -0.24537 1.67225 -0.55 -0.58 -0.01
H -1.96951 3.98133 -0.77027 -0.36 0.10 -0.03
H -1.11962 2.89367 -1.86401 -0.15 -0.22 -0.23
H -0.32188 4.33020 -1.22363 0.21 0.16 -0.19
H -1.26425 2.12498 0.59387 -0.22 -0.15 0.29
H 0.32156 2.13037 -0.14322 0.33 -0.08 0.14
H 0.26602 3.71817 3.14888 -0.08 0.20 0.24
H -0.01720 2.13563 2.46287 0.01 -0.31 0.13
H 2.46937 3.78976 2.56778 0.31 0.23 0.11
H 2.22150 2.96686 1.05935 0.09 -0.30 -0.29
H 1.31038 0.63709 1.57808 -0.03 0.72 -0.40
H 2.33756 -0.61285 4.09386 0.34 0.23 0.27
H 0.74436 0.09046 3.95551 -0.42 0.03 -0.05
H 0.31110 -1.34282 2.02265 -0.18 -0.26 -0.56
H 1.17604 -2.46379 3.05300 0.15 -0.47 -0.14
H 3.80229 -0.44959 2.44214 0.59 0.20 -0.34
O -3.70854 2.84071 -2.64519 0.15 -0.15 -0.01
C -4.71121 3.47941 -2.50402 -0.21 0.08 -0.25
O -5.46222 3.26866 -1.40592 0.12 -0.04 0.23
C -6.57170 4.09538 -1.04996 -0.23 0.07 -0.01
C -7.85033 3.65299 -1.73053 0.05 -0.08 -0.11
C -5.19110 4.45340 -3.55589 0.11 0.31 0.18
H -6.34643 5.14614 -1.23694 0.01 -0.01 -0.04
H -6.66939 3.98249 0.02799 0.07 -0.05 0.02
H -7.78082 3.73929 -2.81480 -0.01 0.07 0.00
H -8.69148 4.25712 -1.39060 0.00 0.01 0.02
H -8.05495 2.60820 -1.49862 -0.01 0.00 0.05
H -5.76244 3.90493 -4.30309 -0.02 -0.02 -0.01
H -4.31870 4.89044 -4.03381 0.04 -0.14 -0.07
H -5.79858 5.26766 -3.16841 -0.09 -0.09 -0.03
O 6.24862 -8.50981 -1.04288 0.17 -0.14 0.03
C 5.40611 -7.66091 -1.11050 -0.30 -0.03 -0.04
O 5.49825 -6.58801 -0.30557 0.23 0.11 0.04
C 4.65076 -5.44095 -0.43347 -0.20 0.14 0.06
C 3.34843 -5.60543 0.31817 -0.06 -0.24 0.00
C 4.20747 -7.80142 -2.02240 0.12 0.22 -0.28
H 4.49207 -5.19411 -1.48384 -0.01 -0.04 0.00
H 5.22171 -4.62100 -0.00314 0.07 -0.03 0.01
H 2.75510 -6.43126 -0.07716 0.01 0.01 -0.06
H 2.76018 -4.69371 0.25664 0.01 0.07 0.01
H 3.54825 -5.82306 1.36785 0.03 0.05 0.01
H 3.44338 -8.37993 -1.50587 -0.02 0.00 0.02
H 4.52016 -8.34652 -2.90884 0.02 -0.14 0.08
H 3.78007 -6.85625 -2.34801 -0.08 -0.03 0.11
```
Positions in Å, forces in eV/Å.